[1]
# C18H19ClN2O2

A single C18H19ClN2O2 molecule (the ωB97M-V functional and the def2-TZVPD basis, the Open Molecules 2025 dataset).

Geometry (Å):
1 C -6.422 -0.327 -1.492
2 C -5.357 0.173 -0.519
3 C -5.768 -0.111 0.923
4 C -4.007 -0.482 -0.827
5 C -2.854 0.206 -0.112
6 O -2.937 1.294 0.406
7 N -1.711 -0.546 -0.147
8 C -0.442 -0.246 0.354
9 C -0.151 0.941 1.021
10 C 1.129 1.155 1.497
11 C 2.132 0.220 1.318
12 C 1.853 -0.955 0.627
13 N 2.827 -1.938 0.407
14 C 4.154 -1.806 0.141
15 O 4.872 -2.780 0.060
16 C 4.681 -0.419 -0.061
17 C 5.751 0.009 0.718
18 C 6.300 1.264 0.537
19 C 5.796 2.102 -0.444
20 C 4.755 1.680 -1.252
21 C 4.205 0.423 -1.062
22 Cl 2.935 -0.095 -2.115
23 C 0.564 -1.189 0.166
24 H -7.379 0.141 -1.276
25 H -6.542 -1.405 -1.404
26 H -6.152 -0.092 -2.519
27 H -5.239 1.254 -0.639
28 H -5.019 0.272 1.610
29 H -5.881 -1.182 1.086
30 H -6.717 0.371 1.147
31 H -3.805 -0.419 -1.901
32 H -4.035 -1.539 -0.551
33 H -1.770 -1.435 -0.625
34 H -0.924 1.676 1.165
35 H 1.348 2.069 2.028
36 H 3.117 0.396 1.717
37 H 2.496 -2.895 0.372
38 H 6.140 -0.661 1.471
39 H 7.123 1.587 1.157
40 H 6.220 3.084 -0.591
41 H 4.369 2.317 -2.032
42 H 0.348 -2.111 -0.358

Values from the calculation:
* structure (SMILES): CC(C)CC(=O)Nc1cccc(NC(=O)c2ccccc2Cl)c1
* energy relative to the best compared isomer or geometry (same formula, charge and spin): 0.112 eV
* 2S+1: 1
* electronic energy: -1417.55217 Ha
* Kohn-Sham gap: 9.0 eV

[2]
# C21H28N5O4Pd

A molecular structure, C21H28N5O4Pd (the ωB97M-V functional and the def2-TZVPD basis, the Open Molecules 2025 dataset).

Geometry (Å):
1 Pd 0.155 0.382 0.455
2 N -1.211 1.384 -0.748
3 C -2.601 1.070 -0.238
4 C -2.541 0.242 1.047
5 O -3.560 0.125 1.793
6 N -1.442 -0.362 1.371
7 C -1.196 -0.986 2.664
8 C 0.326 -1.056 2.933
9 O 0.808 -1.620 3.874
10 O 1.112 -0.565 1.957
11 H -1.062 2.413 -0.737
12 H -1.061 1.063 -1.737
13 H -3.243 0.538 -1.009
14 H -3.118 2.027 0.004
15 H -1.606 -2.021 2.729
16 H -1.718 -0.400 3.448
17 C 2.394 -1.980 -1.133
18 C 1.433 -2.248 -2.274
19 O 0.831 -1.348 -2.891
20 N 1.164 -3.544 -2.527
21 C 0.159 -3.940 -3.480
22 C -1.091 -4.350 -2.800
23 C -1.608 -3.582 -1.730
24 C -2.790 -3.987 -1.144
25 C -3.525 -5.078 -1.716
26 C -2.929 -5.747 -2.780
27 N -1.708 -5.407 -3.283
28 H 2.849 -1.020 -1.345
29 H 3.220 -2.676 -0.997
30 H 1.887 -1.947 -0.201
31 H 1.646 -4.305 -2.057
32 H 0.496 -4.689 -4.217
33 H -0.051 -2.994 -4.014
34 H -1.061 -2.669 -1.330
35 H -3.127 -3.466 -0.250
36 H -4.505 -5.348 -1.347
37 H -3.494 -6.473 -3.369
38 C 1.841 3.637 4.177
39 N 1.257 3.750 2.842
40 C -0.077 4.373 2.938
41 C 1.140 2.595 1.983
42 C 1.585 2.861 0.538
43 C 2.051 4.049 0.011
44 C 2.325 4.152 -1.338
45 C 2.234 3.084 -2.177
46 C 1.931 1.809 -1.656
47 C 1.507 1.739 -0.366
48 H 1.874 4.659 4.598
49 H 2.795 3.156 4.156
50 H 1.278 2.924 4.798
51 H -0.752 3.578 3.270
52 H -0.499 4.804 2.008
53 H 0.038 5.184 3.646
54 H 0.073 2.320 1.952
55 H 1.765 1.782 2.335
56 H 2.364 4.868 0.668
57 H 2.585 5.124 -1.795
58 H 2.387 3.197 -3.234
59 H 2.068 0.922 -2.276

Values from the calculation:
* total charge: +1
* 2S+1: 5
* electronic energy: -1519.14608 Ha
* Kohn-Sham gap (alpha / beta): 6.8 / 3.8 eV

[3]
# C6H5O6Pb

A molecular structure, C6H5O6Pb (the ωB97M-V functional and the def2-TZVPD basis, the Open Molecules 2025 dataset).

Geometry (Å):
1 O 4.285 0.373 -2.949
2 C 3.186 0.665 -2.888
3 Pb -0.913 -0.086 -0.096
4 C -3.069 -0.072 0.946
5 O -4.095 -0.174 1.449
6 C -4.032 1.488 -1.814
7 O -3.921 2.022 -2.819
8 C -1.309 -2.411 -1.324
9 O -1.095 -3.229 -2.092
10 C -0.565 2.446 0.802
11 O -0.008 3.454 0.755
12 H 0.636 -0.082 -0.947
13 C 2.040 -0.428 1.847
14 O 0.843 -1.220 1.668
15 H 1.721 0.622 1.795
16 H 2.755 -0.555 1.010
17 H 2.476 -0.660 2.837
18 H 1.066 -2.151 1.819

Values from the calculation:
* total charge: +3
* energy relative to the best compared isomer or geometry (same formula, charge and spin): 2.457 eV
* 2S+1: 1
* electronic energy: -874.40301 Ha
* Kohn-Sham gap (alpha / beta): 4.3 / 4.4 eV

[4]
# C9H9O2P

A single C9H9O2P molecule (the ωB97M-V functional and the def2-TZVPD basis, the Open Molecules 2025 dataset).

Geometry (Å):
1 C -1.993 -0.096 1.891
2 C -1.027 -1.092 2.237
3 C -0.081 -1.486 1.340
4 C 0.085 -0.661 0.187
5 C -0.699 0.492 -0.016
6 C -1.861 0.696 0.759
7 C -0.398 1.203 -1.280
8 C 0.804 0.466 -1.853
9 O 2.041 1.224 -1.600
10 P 3.037 0.697 -0.414
11 O 2.400 -0.843 -0.590
12 C 1.012 -0.843 -0.978
13 H -2.730 -0.033 2.619
14 H -1.007 -1.745 3.089
15 H 0.582 -2.313 1.273
16 H -2.566 1.487 0.387
17 H -1.171 1.154 -2.137
18 H -0.274 2.181 -1.042
19 H 0.671 0.175 -2.884
20 H 2.261 1.070 0.729
21 H 0.912 -1.731 -1.716

Values from the calculation:
* structure (SMILES): c1ccc2c(c1)C[C@H]1OPO[C@@H]21
* energy relative to the best compared isomer or geometry (same formula, charge and spin): 0.000 eV
* 2S+1: 1
* electronic energy: -840.16411 Ha
* Kohn-Sham gap: 9.9 eV

Number 1: largest force on an atom 0.01211 Eh/bohr. Number 2: largest force on an atom 0.10125 Eh/bohr. Number 3: largest force on an atom 0.09958 Eh/bohr. Number 4: largest force on an atom 0.07937 Eh/bohr.